Here is C3H7NOS in the gas phase at a distorted geometry from the Open Molecules 2025 dataset. Energies are from ωB97M-V with the def2-TZVPD basis set.

Results
- Orbital gap: 9.4 eV
- Multiplicity: 1
- Energy: -646.5668 hartree
- Maximum force: 5.694 eV/Å
- Relative energy (zero: lowest compared OMol25 entry of this formula, charge and spin): 381.3 kJ/mol

Each line ends with the Mulliken charge.
Positions of all 13 atoms, in Å:
C1 1.385 0.903 -2.499  -0.75
N1 0.795 0.524 -1.202  -0.27
C2 -0.232 -0.455 -0.921  -0.52
C3 -0.911 -0.459 0.567  0.43
O1 -1.990 -0.797 0.806  -0.41
S1 0.209 -0.019 1.884  -0.27
H1 1.743 -0.007 -3.247  0.23
H2 0.753 1.632 -3.325  0.21
H3 2.342 1.542 -2.190  0.27
H4 0.455 1.331 -0.596  0.25
H5 0.172 -1.354 -1.453  0.37
H6 -1.275 0.112 -1.147  0.24
H7 1.363 -0.183 0.897  0.22

=====

Here is 2 unconnected molecules or ions with the total composition C3H7NOS at a distorted geometry from the Open Molecules 2025 dataset. Energies are from ωB97M-V with the def2-TZVPD basis set.

Results
- Orbital gap (spin up / spin down): 7.5 / 7.7 eV
- Multiplicity: 1
- Energy: -646.5575 hartree
- Maximum force: 4.555 eV/Å
- Relative energy (zero: lowest compared OMol25 entry of this formula, charge and spin): 405.7 kJ/mol

Each line ends with the Mulliken charge.
Positions of all 13 atoms, in Å:
C1 -2.245 1.014 -0.316  -1.08
C2 -0.930 0.481 0.043  0.23
N1 -0.656 -0.704 -0.255  -0.45
C3 0.592 -1.166 0.165  -0.18
H1 -2.666 1.735 0.266  0.39
H2 -2.833 0.225 -0.200  0.33
H3 -2.175 1.427 -1.330  0.24
H4 -0.154 1.183 0.637  0.19
H5 0.334 -1.884 0.946  0.29
H6 1.174 -1.820 -0.629  0.28
H7 1.371 -0.419 0.402  -0.23
O1 4.441 -0.112 -0.517  -0.29
S1 3.746 0.039 0.787  0.27